1.
The following is a quantum chemistry calculation of a structure of composition C28H21AsCl5N3PtS2, from the OMol25 dataset.

Calculated values
ΔE to the lowest compared entry with this formula, charge and spin = 4.5 kcal/mol
Kohn-Sham gap (spin up / spin down) = 6.7 / 6.4 eV
HOMO level (spin up / spin down) = -6.6 / -7.2 eV

The geometry in ORCA input format:
```
! wB97M-V def2-TZVPD RIJCOSX def2/J DEFGRID3
* xyz 0 3
C 3.74 1.95 -0.77
H 2.31 4.04 -5.68
H 2.76 -1.81 4.69
C -5.00 -1.71 1.06
C 1.52 3.90 -4.95
C -4.05 -1.17 0.20
C -3.14 -0.18 0.60
C -0.72 -1.90 3.02
H -1.45 4.72 0.63
C 1.63 0.33 0.05
C -5.08 -1.27 2.39
H -1.40 -2.83 4.82
H 0.90 4.80 -4.95
Cl -6.25 -1.93 3.46
Cl -4.27 0.26 4.46
C -4.19 -0.29 2.83
C -0.67 3.57 -0.87
C 2.86 2.40 0.20
H 4.57 2.57 -1.09
C 0.70 -2.38 4.89
Cl -2.14 1.42 2.56
C 0.70 -3.46 -0.09
H 2.75 4.45 -3.24
H 1.19 -5.49 -0.61
C 0.34 -4.40 -2.26
H 0.90 3.07 -5.26
C 1.62 -1.32 2.94
C 0.37 -1.35 2.34
Cl -6.10 -2.92 0.52
H -0.54 -3.11 -3.72
C -0.18 -3.20 -2.71
C 2.10 3.63 -3.56
N 0.39 2.32 -2.40
H 2.99 3.38 0.64
H 2.38 -1.10 -1.37
H 2.47 -0.89 2.42
C 0.18 -2.25 -0.54
H 1.05 -3.56 0.94
H 1.10 1.97 1.35
C -0.28 -2.10 -1.85
C 1.80 1.60 0.60
S 0.46 4.70 -1.50
H 0.84 -2.79 5.89
C -0.55 -2.41 4.29
S -0.92 -0.59 -2.45
Pt -1.64 0.62 -0.58
Cl -4.00 -1.75 -1.42
C 2.52 -0.12 -0.92
H 4.25 0.33 -2.09
C -3.26 0.22 1.93
N -1.57 3.88 0.08
C 0.79 -4.54 -0.95
H -1.70 -1.91 2.56
C 3.57 0.69 -1.33
C 1.78 -1.83 4.22
H 0.40 -5.24 -2.95
H -2.08 3.12 0.52
H 2.71 2.73 -3.56
C 1.02 3.43 -2.55
As 0.07 -0.69 0.57
N -0.58 2.39 -1.44
*
```

Atom charges from the Löwdin analysis, given in e for atoms 1 to 4:
1. C -0.0977
2. H 0.0735
3. H 0.1041
4. C -0.7071

---

2.
The following is a quantum chemistry calculation of a structure of composition C28H21BiF6N19O6S3 in a non-equilibrium geometry, from the OMol25 dataset.

Calculated values
Kohn-Sham gap = 7.4 eV
HOMO level = -6.0 eV

The geometry in ORCA input format:
```
! wB97M-V def2-TZVPD RIJCOSX def2/J DEFGRID3
* xyz -1 1
N -1.57 -2.49 1.89
H -2.92 4.17 -2.73
C -5.21 0.24 -0.04
C -0.87 -3.14 -1.08
N -0.80 -2.72 3.91
C 3.25 3.66 3.35
O 1.37 3.10 -2.84
N -1.39 1.84 -0.88
H 2.61 -6.17 -0.77
N 1.96 -0.20 1.89
N -2.50 -1.62 -1.53
H 2.17 6.38 1.64
H 4.57 6.16 1.74
F 4.30 3.85 -1.15
H 5.33 4.96 2.61
Bi 0.22 -0.21 0.36
S 2.30 0.22 -3.31
H -4.55 -1.22 -3.01
C 0.76 0.23 -4.37
C -1.13 2.60 0.19
N -0.46 -1.69 2.00
H -2.75 0.76 2.16
N -0.56 1.88 1.25
C 2.07 -0.66 3.14
C -0.03 -1.89 3.26
O 3.52 3.94 -3.68
O -1.72 3.16 3.10
F 4.23 1.69 -1.17
N -1.75 -3.08 3.02
H -7.12 0.98 0.61
C -4.49 -0.40 -1.05
S -0.50 2.45 2.78
C 2.60 -2.91 0.07
N 1.35 -2.58 -0.26
N 3.12 1.49 -3.76
N 3.25 -0.37 3.65
N 3.90 0.29 2.66
S 2.77 2.89 -3.06
C 3.51 2.78 -1.33
C -2.06 4.44 -0.77
H -6.98 -0.76 -3.31
C 0.54 -3.52 -0.77
C 0.96 -4.82 -0.97
H -8.26 0.32 -1.48
C -7.20 0.14 -1.36
C 0.93 4.76 2.27
H 2.01 2.01 3.95
C -6.57 0.50 -0.19
H -5.02 1.06 1.86
H -2.28 5.50 -0.69
O 1.80 0.29 -1.95
H -1.62 -3.93 -1.13
F -0.31 -0.01 -3.61
C -5.13 -0.74 -2.23
O -0.20 1.28 3.56
C 3.31 4.87 2.67
H 0.28 -5.54 -1.40
N -2.50 -0.26 0.40
H 1.26 -1.52 4.79
C 0.89 3.51 2.89
C -3.09 -0.78 -0.76
F 2.54 2.82 -0.42
H 4.11 -4.43 0.21
C 3.10 -4.19 -0.09
C -6.48 -0.47 -2.39
H 0.02 5.17 1.85
C 2.26 -5.16 -0.62
N 4.52 5.55 2.53
H 4.15 3.21 3.74
C -3.21 0.36 1.26
H -2.20 1.76 -2.76
C 2.13 5.43 2.16
N 3.16 0.39 1.61
C 2.05 2.98 3.45
F 0.86 -0.74 -5.28
C -2.02 2.40 -1.91
C -2.41 3.72 -1.90
N -1.43 3.90 0.28
N 1.14 -1.41 3.80
H 3.22 -2.11 0.47
O 2.95 -0.99 -3.69
N -1.19 -1.93 -1.23
N -4.53 0.59 1.13
F 0.59 1.38 -5.01
*
```

Atom charges from the Löwdin analysis, given in e for atoms 1 to 4:
1. N -0.0729
2. H 0.0967
3. C -0.1766
4. C -0.1005

---

3.
The following is a quantum chemistry calculation of a structure of composition C28H21BrClFN2O4Pt in a non-equilibrium geometry, from the OMol25 dataset.

Calculated values
ΔE to the lowest compared entry with this formula, charge and spin = 62.1 kcal/mol
Kohn-Sham gap (spin up / spin down) = 6.2 / 6.2 eV
HOMO level (spin up / spin down) = -7.8 / -7.8 eV

The geometry in ORCA input format:
```
! wB97M-V def2-TZVPD RIJCOSX def2/J DEFGRID3
* xyz 0 1
N 2.74 -3.05 -2.57
O -2.12 2.78 2.84
H -4.09 -0.16 -2.09
O -3.58 1.09 1.21
O -2.46 -0.58 -0.88
H 0.93 -0.93 -0.01
H -4.24 0.05 -0.32
C -3.85 -0.59 -1.11
C -4.57 1.72 1.70
C -7.00 2.00 1.75
H 5.27 0.15 -0.87
H 0.15 2.77 1.84
C 5.25 -0.82 -1.34
H 2.40 -0.17 -1.26
H -3.29 3.89 4.03
Pt -1.43 0.97 1.14
C 0.30 1.71 2.05
C -0.31 -1.34 -1.44
H -3.25 -2.13 -2.98
H 1.76 -0.23 3.24
O 0.10 -0.58 -0.37
H 1.96 2.82 0.26
H 5.19 -4.28 -3.18
Cl -8.33 3.59 3.49
H 7.37 -1.03 -1.40
C -5.66 3.28 3.27
C -3.22 3.14 3.22
C 4.06 -1.43 -1.68
H -4.28 -1.59 -1.01
C 2.45 2.05 0.84
H 4.20 -0.62 3.00
C 4.42 0.90 1.52
H 0.71 -3.47 -3.86
C -5.88 1.43 1.22
C 6.40 -2.72 -2.32
C 0.03 -2.88 -3.28
H 4.40 2.45 0.04
C -1.70 -1.34 -1.71
H 7.34 -3.19 -2.57
H -5.56 4.01 4.05
C 3.69 0.12 2.40
H -5.99 0.71 0.42
C 5.22 -3.34 -2.66
H 0.05 1.50 3.09
Br -2.04 -3.91 -4.95
C 3.81 1.86 0.72
C -6.90 2.92 2.80
C 6.42 -1.48 -1.66
C -1.32 -2.87 -3.52
H -7.97 1.74 1.36
C 0.55 -2.09 -2.24
C 2.33 0.34 2.52
F 5.76 0.74 1.44
N 2.74 -1.08 -1.53
C 1.68 1.33 1.77
C 4.04 -2.69 -2.33
C -4.49 2.71 2.73
C 2.00 -2.09 -2.10
C -2.19 -2.10 -2.75
*
```

Atom charges from the Löwdin analysis, given in e for atoms 1 to 4:
1. N 0.1782
2. O -0.0396
3. H 0.1107
4. O -0.2284

---

4.
The following is a quantum chemistry calculation of a structure of composition C28H21BrHfN6O2S4Sb in a non-equilibrium geometry, from the OMol25 dataset.

Calculated values
Kohn-Sham gap = 6.5 eV
HOMO level = -4.5 eV

The geometry in ORCA input format:
```
! wB97M-V def2-TZVPD RIJCOSX def2/J DEFGRID3
* xyz -1 1
C -0.39 0.29 -4.56
C 4.94 0.01 0.16
C 0.70 -3.44 4.15
H -2.03 2.16 -1.27
H -0.31 -1.86 -4.30
C 4.22 -1.17 0.27
C 0.21 -0.80 -2.53
H -4.47 -2.07 -1.87
C 0.04 -4.54 3.61
C -1.22 2.80 0.84
N 2.23 2.42 -0.08
C -0.26 4.96 0.67
H 4.77 2.14 -0.03
H -0.81 -5.32 1.78
N 0.00 -2.10 -0.49
C 0.26 1.47 -2.60
C 0.44 -2.09 -1.78
H -2.31 4.59 1.23
C -0.14 1.49 -3.92
S -0.65 -0.60 5.87
S -2.13 -0.85 2.33
H 6.02 0.01 0.15
O -0.85 -4.24 -0.48
H 0.46 2.40 -2.08
C 4.25 1.19 0.05
N 0.40 0.35 -1.89
N 2.15 0.05 0.18
H 2.27 -2.00 0.34
Hf -0.27 -0.23 0.75
N -0.07 2.19 0.50
H -0.27 2.44 -4.43
C 1.00 2.96 0.28
C -0.04 -3.36 1.55
C -2.88 -1.05 -0.84
C -3.94 -1.13 -1.73
C 0.94 4.35 0.35
S -2.04 2.59 4.06
H -0.18 -5.40 4.22
C 0.95 -2.35 3.34
H -0.74 0.26 -5.58
Br -5.74 -0.07 -3.69
H -0.31 6.04 0.73
C -0.31 -4.50 2.28
H -2.66 -1.96 -0.28
O 1.02 -3.00 -2.35
C -2.55 1.21 -1.37
C -2.11 0.11 -0.63
H 0.98 -3.40 5.19
H 4.72 -2.13 0.35
H -2.06 2.16 1.03
C -4.29 0.00 -2.44
H 2.91 3.14 -0.21
S 1.06 0.79 2.76
H 1.83 4.93 0.17
C -3.62 1.19 -2.25
C 2.84 1.18 0.07
H -3.92 2.08 -2.78
C -0.18 -0.89 -3.86
N 0.57 -2.28 2.07
C -1.36 4.17 0.93
C -0.34 -3.30 0.09
Sb -1.02 0.56 3.95
H 1.44 -1.47 3.74
C 2.85 -1.09 0.27
*
```

Atom charges from the Löwdin analysis, given in e for atoms 1 to 4:
1. C -0.0448
2. C -0.0626
3. C -0.0602
4. H 0.0723